[1]
The following is a DFT calculation (ωB97M-V with the def2-TZVPD basis set) of a single C4H7N3 molecule in a non-equilibrium geometry.

```
14
Properties=species:S:1:pos:R:3:lowdin_charge:R:1
C -1.261 0.741 -0.026 -0.106
C -0.991 -0.796 -0.132 -0.207
C 0.433 -1.156 0.351 -0.281
C 1.196 -0.539 -0.599 -0.120
N 1.850 0.440 0.035 0.020
N 1.633 0.353 1.379 0.001
N 0.815 -0.613 1.578 0.024
H -2.341 0.910 -0.021 0.068
H -0.864 1.163 0.905 0.064
H -0.850 1.353 -0.849 0.070
H -1.694 -1.324 0.487 0.087
H -1.123 -1.086 -1.184 0.103
H 1.146 -0.701 -1.662 0.127
H 2.109 1.327 -0.365 0.151
```

Computed properties:
Strongest force on any atom, eV/Å: 1.349
LUMO energy, eV: 0.78
Frontier orbital gap, eV: 9.6585
Energy above the lowest of the compared OMol25 structures with the same formula, charge and spin, kJ/mol: 283.0


[2]
The following is a DFT calculation (ωB97M-V with the def2-TZVPD basis set) of a molecular structure, C10H30N6O9V in a non-equilibrium geometry.

```
56
Properties=species:S:1:pos:R:3:mulliken_spin:R:1
O 7.084 15.025 -42.330 0.010
V 6.123 14.368 -41.216 -0.051
O 6.024 12.761 -41.358 0.024
O 5.342 15.968 -39.799 0.016
C 4.214 16.507 -40.422 0.028
C 3.348 15.532 -41.311 -0.020
O 3.969 14.634 -42.283 0.911
H 4.566 17.364 -40.996 0.001
H 3.514 17.022 -39.764 -0.005
H 2.609 16.128 -41.848 0.019
H 2.746 14.958 -40.607 0.060
C 2.614 11.167 -42.159 0.001
O 2.717 12.006 -43.053 0.009
N 3.136 11.357 -40.948 0.000
N 2.054 9.970 -42.258 0.000
H 3.135 10.609 -40.269 0.000
H 3.627 12.226 -40.797 -0.002
H 2.177 9.181 -41.639 0.000
H 1.616 9.729 -43.135 0.000
C 5.739 12.788 -44.745 0.001
O 4.562 13.171 -44.818 0.002
N 6.795 13.613 -44.769 0.000
N 5.986 11.553 -44.555 0.000
H 6.607 14.605 -44.735 0.000
H 7.666 13.156 -44.538 0.000
H 6.966 11.446 -44.335 0.000
H 5.297 10.820 -44.656 0.000
C 8.238 14.137 -38.667 0.000
O 7.623 13.999 -39.696 -0.003
N 7.651 13.891 -37.532 0.000
N 9.474 14.510 -38.583 0.000
H 6.667 13.667 -37.586 0.000
H 8.253 13.697 -36.745 0.000
H 9.820 14.964 -39.416 0.000
H 9.921 14.492 -37.678 0.000
C 7.531 18.459 -44.991 0.000
C 7.209 18.828 -43.536 0.000
O 6.086 19.715 -43.540 0.000
H 6.667 18.059 -45.520 0.000
H 8.364 17.756 -45.002 0.000
H 7.812 19.379 -45.505 0.000
H 8.089 19.264 -43.063 0.000
H 6.985 17.919 -42.977 0.000
H 6.268 20.324 -42.820 0.000
C 10.286 10.139 -43.406 0.000
C 8.906 10.631 -42.961 0.000
C 8.759 10.772 -41.450 0.000
O 8.820 11.942 -43.534 0.000
H 10.239 9.081 -43.147 0.000
H 11.108 10.491 -42.783 0.000
H 10.429 10.391 -44.457 0.000
H 8.099 9.990 -43.316 0.000
H 7.710 10.897 -41.183 0.000
H 9.209 11.664 -41.014 0.000
H 9.176 9.947 -40.872 0.000
H 9.494 12.459 -43.088 0.000
```

Computed properties:
Strongest force on any atom, eV/Å: 6.340
2S+1: 2
LUMO energy (alpha / beta), eV: -0.21 / -1.85
Frontier orbital gap (alpha / beta), eV: 7.6221 / 5.9739


[3]
The following is a DFT calculation (ωB97M-V with the def2-TZVPD basis set) of 2 unconnected molecules or ions with the total composition C5H13NO in a non-equilibrium geometry.

```
20
Properties=species:S:1:pos:R:3:lowdin_charge:R:1
N -0.626 -0.027 -0.378 -0.052
C -0.574 1.398 -0.088 -0.224
C -0.155 1.503 1.367 -0.174
C 0.852 0.345 1.436 -0.164
C 0.236 -0.763 0.602 -0.380
C 1.322 -1.579 -0.112 -0.061
H -1.543 -0.440 -0.330 0.102
H -1.555 1.841 -0.257 0.114
H 0.075 1.921 -0.786 0.112
H 0.299 2.463 1.609 0.107
H -1.015 1.363 2.022 0.108
H 1.687 0.728 0.845 0.114
H 1.283 0.063 2.385 0.112
H -0.426 -1.443 1.145 0.135
H 0.983 -2.563 -0.417 0.070
H 1.644 -0.972 -0.943 0.075
H 2.211 -1.676 0.508 0.071
H -0.966 -0.726 -2.381 -0.003
H -2.308 -0.877 -2.998 0.026
O -1.424 -0.560 -3.228 -0.088
```

Computed properties:
Strongest force on any atom, eV/Å: 1.306
LUMO energy, eV: 0.85
Frontier orbital gap, eV: 9.9329
Energy above the lowest of the compared OMol25 structures with the same formula, charge and spin, kJ/mol: 76.1


[4]
The following is a DFT calculation (ωB97M-V with the def2-TZVPD basis set) of a molecular structure, C9H24N2O3Sb.

```
39
Properties=species:S:1:pos:R:3:lowdin_charge:R:1
C 4.715 0.287 0.476 -0.135
O 3.796 1.345 0.379 -0.200
C 2.633 0.959 -0.354 -0.267
C 1.688 2.154 -0.479 -0.272
C 0.475 2.027 0.448 -0.330
Sb -1.006 0.600 -0.353 1.213
O -1.301 2.017 -1.834 -0.476
C -2.640 1.598 0.862 -0.312
C -3.925 1.463 0.140 -0.429
N -4.457 2.281 -0.683 0.038
C -0.585 -0.909 1.234 -0.293
C -0.274 -2.348 0.809 -0.487
O 1.107 -2.482 0.455 -0.076
C -1.152 -2.885 -0.304 -0.281
N -1.038 -4.360 -0.423 -0.003
H 5.452 0.557 1.229 0.079
H 5.212 0.116 -0.484 0.080
H 4.221 -0.636 0.791 0.085
H 2.932 0.568 -1.332 0.114
H 2.142 0.150 0.194 0.085
H 1.360 2.271 -1.510 0.084
H 2.271 3.032 -0.190 0.101
H 0.833 1.706 1.429 0.052
H -0.004 2.997 0.581 0.042
H -2.258 -0.362 -1.111 -0.041
H 0.226 -0.152 -1.392 -0.039
H -1.421 1.519 -2.643 -0.049
H -2.398 2.643 1.037 0.044
H -2.703 1.038 1.795 0.030
H -4.473 0.530 0.291 0.080
H -3.829 3.077 -0.805 0.022
H -1.363 -0.900 2.001 0.045
H 0.322 -0.547 1.721 0.041
H -0.418 -3.026 1.654 0.126
H 1.225 -2.021 -0.380 0.050
H -0.893 -2.384 -1.241 0.080
H -2.188 -2.632 -0.086 0.103
H -0.364 -4.586 -1.142 0.053
H -1.920 -4.708 -0.778 0.046
```

Computed properties:
Total charge: -1
Strongest force on any atom, eV/Å: 0.693
LUMO energy, eV: 3.23
Frontier orbital gap, eV: 7.4227


[5]
The following is a DFT calculation (ωB97M-V with the def2-TZVPD basis set) of a molecular structure, C3H3AgO2 in a non-equilibrium geometry.

```
9
Properties=species:S:1:pos:R:3:mulliken_spin:R:1
O 0.615 0.355 0.966 0.208
C -2.176 -1.251 0.121 -0.003
O -1.573 -1.622 1.047 0.005
Ag 0.223 -1.114 2.104 0.010
C -0.058 0.715 -0.156 0.132
H -0.610 1.660 -0.078 0.031
H 1.942 0.876 -0.975 0.035
C 0.914 0.527 -1.096 0.541
H 0.724 -0.147 -1.933 0.040
```

Computed properties:
Total charge: +1
Strongest force on any atom, eV/Å: 7.024
2S+1: 2
LUMO energy (alpha / beta), eV: -5.88 / -6.18
Frontier orbital gap (alpha / beta), eV: 8.0427 / 8.9160
Energy above the lowest of the compared OMol25 structures with the same formula, charge and spin, kJ/mol: 288.2


[6]
The following is a DFT calculation (ωB97M-V with the def2-TZVPD basis set) of a single C3H4O2 molecule.

```
9
Properties=species:S:1:pos:R:3:lowdin_charge:R:1
C 0.998 -0.713 -0.093 0.091
C 0.039 0.192 0.105 -0.378
O 0.232 1.420 0.660 0.034
C -1.373 -0.003 -0.341 -0.198
O -1.837 -1.074 -0.654 0.064
H 1.104 1.411 1.081 0.112
H 2.040 -0.464 0.090 0.071
H 0.759 -1.705 -0.452 0.074
H -1.963 0.936 -0.395 0.132
```

Computed properties:
Strongest force on any atom, eV/Å: 0.672
LUMO energy, eV: 0.21
Frontier orbital gap, eV: 9.8194
Energy above the lowest of the compared OMol25 structures with the same formula, charge and spin, kJ/mol: 108.7


[7]
The following is a DFT calculation (ωB97M-V with the def2-TZVPD basis set) of 2 unconnected molecules or ions with the total composition C37H41N3O2 in a non-equilibrium geometry.

```
83
Properties=species:S:1:pos:R:3:lowdin_charge:R:1
C -7.430 -2.159 -0.499 -0.058
N -6.905 -1.145 -1.398 -0.201
C -7.870 -0.680 -2.379 -0.056
C -5.581 -0.782 -1.418 -0.213
C -5.205 0.571 -1.643 0.001
C -3.879 0.943 -1.541 0.010
C -2.857 -0.039 -1.398 -0.196
C -1.478 0.352 -1.374 0.063
C -0.432 -0.552 -1.367 -0.003
C 0.930 -0.195 -1.368 -0.061
C 1.962 -1.232 -1.432 -0.175
C 1.801 -2.356 -2.273 -0.018
C 2.793 -3.316 -2.350 0.007
C 3.912 -3.245 -1.487 -0.242
N 4.873 -4.259 -1.510 -0.253
C 6.124 -4.154 -2.240 -0.079
C 4.800 -5.463 -0.697 -0.076
C 4.048 -2.157 -0.593 0.017
C 3.128 -1.126 -0.625 0.010
C 1.356 1.201 -1.342 -0.176
C 0.771 2.145 -0.475 -0.013
C 1.215 3.450 -0.454 0.045
C 2.176 3.883 -1.394 -0.234
N 2.593 5.214 -1.429 -0.251
C 3.698 5.731 -0.644 -0.078
C 1.939 6.255 -2.201 -0.079
C 2.729 2.953 -2.306 0.001
C 2.380 1.626 -2.230 -0.016
C -3.240 -1.407 -1.312 0.004
C -4.572 -1.762 -1.214 0.001
H -6.706 -2.438 0.272 0.092
H -8.330 -1.772 -0.001 0.094
H -7.713 -3.059 -1.063 0.091
H -7.429 0.000 -3.112 0.088
H -8.288 -1.539 -2.926 0.092
H -8.706 -0.171 -1.879 0.092
H -5.976 1.320 -1.836 0.118
H -3.587 1.992 -1.600 0.130
H -1.269 1.423 -1.407 0.126
H -0.637 -1.625 -1.390 0.106
H 0.908 -2.426 -2.904 0.120
H 2.716 -4.139 -3.059 0.120
H 6.179 -3.226 -2.822 0.090
H 6.974 -4.182 -1.539 0.081
H 6.218 -5.008 -2.929 0.081
H 3.873 -5.519 -0.116 0.092
H 4.864 -6.351 -1.345 0.080
H 5.652 -5.496 0.003 0.081
H 4.875 -2.150 0.118 0.125
H 3.260 -0.252 0.023 0.134
H -0.016 1.824 0.212 0.105
H 0.816 4.155 0.277 0.138
H 4.207 4.949 -0.070 0.092
H 4.429 6.215 -1.314 0.079
H 3.321 6.492 0.058 0.082
H 1.109 5.875 -2.808 0.089
H 1.549 7.026 -1.517 0.081
H 2.676 6.735 -2.866 0.079
H 3.434 3.308 -3.060 0.120
H 2.842 0.894 -2.902 0.124
H -2.474 -2.186 -1.340 0.111
H -4.853 -2.807 -1.064 0.116
C -3.995 1.691 3.231 -0.059
C -2.532 1.828 2.790 -0.521
C -1.604 0.983 3.519 -0.035
C -0.165 0.985 3.434 -0.403
C 0.631 0.027 4.328 -0.135
C 0.072 -0.930 5.192 -0.041
C 0.891 -1.844 5.873 -0.101
C 2.279 -1.792 5.728 -0.117
C 2.857 -0.815 4.912 -0.099
C 2.037 0.090 4.234 -0.038
O 0.475 1.724 2.655 -0.041
O -2.232 2.608 1.872 -0.054
H -4.106 0.875 3.961 0.058
H -4.347 2.631 3.685 0.074
H -4.643 1.498 2.359 0.062
H -2.075 0.285 4.211 0.047
H -1.013 -0.962 5.331 0.096
H 0.440 -2.603 6.515 0.094
H 2.904 -2.513 6.249 0.091
H 3.936 -0.774 4.810 0.090
H 2.494 0.850 3.611 0.101
```

Computed properties:
Strongest force on any atom, eV/Å: 1.528
LUMO energy, eV: -2.34
Frontier orbital gap, eV: 3.4781
Energy above the lowest of the compared OMol25 structures with the same formula, charge and spin, kJ/mol: 336.8


[8]
The following is a DFT calculation (ωB97M-V with the def2-TZVPD basis set) of a single C6H7NO3S2 molecule in a non-equilibrium geometry.

```
19
Properties=species:S:1:pos:R:3:lowdin_charge:R:1
C -2.008 1.379 -0.906 -0.063
C -0.701 1.827 -0.738 -0.138
C -2.394 0.187 -0.257 -0.067
C -1.473 -0.510 0.536 -0.095
C 0.204 1.244 0.113 -0.527
C -0.119 -0.121 0.689 -0.286
N 2.523 -1.521 0.215 -0.008
O 2.330 0.864 1.285 -0.607
O 0.459 -2.711 -0.117 -0.304
O 1.000 -0.825 -1.698 -0.285
S 1.694 1.932 0.423 1.027
S 0.968 -1.398 -0.382 0.673
H -2.817 2.012 -1.441 0.141
H -0.332 2.781 -1.219 0.130
H -3.416 -0.287 -0.455 0.133
H -1.831 -1.409 0.981 0.106
H 0.272 -0.318 1.730 0.152
H 3.082 -0.834 0.471 -0.016
H 2.558 -2.292 0.769 0.032
```

Computed properties:
Strongest force on any atom, eV/Å: 5.871
LUMO energy (alpha / beta), eV: -1.59 / -1.55
Frontier orbital gap (alpha / beta), eV: 6.8710 / 6.4896
Energy above the lowest of the compared OMol25 structures with the same formula, charge and spin, kJ/mol: 222.7


[9]
The following is a DFT calculation (ωB97M-V with the def2-TZVPD basis set) of a molecular structure, C2HO3Rh in a non-equilibrium geometry.

```
7
Properties=species:S:1:pos:R:3:mulliken_spin:R:1
O -0.418 0.407 -0.756 0.128
C 0.269 -0.011 -1.837 -0.012
O 1.458 -0.134 -1.914 0.855
C -0.345 -0.179 0.547 -0.140
O 0.062 -1.298 0.674 0.190
Rh -0.733 1.169 2.038 2.908
H -0.431 -0.153 -2.680 0.072
```

Computed properties:
Total charge: +2
Strongest force on any atom, eV/Å: 3.530
2S+1: 5
LUMO energy (alpha / beta), eV: -10.78 / -15.09
Frontier orbital gap (alpha / beta), eV: 9.9219 / 6.1933
Energy above the lowest of the compared OMol25 structures with the same formula, charge and spin, kJ/mol: 0.0


- The highest strongest force on any atom belongs to which entry?
  C3H3AgO2


Repeat the ninth record exactly.
The following is a DFT calculation (ωB97M-V with the def2-TZVPD basis set) of a molecular structure, C2HO3Rh in a non-equilibrium geometry.

```
7
Properties=species:S:1:pos:R:3:mulliken_spin:R:1
O -0.418 0.407 -0.756 0.128
C 0.269 -0.011 -1.837 -0.012
O 1.458 -0.134 -1.914 0.855
C -0.345 -0.179 0.547 -0.140
O 0.062 -1.298 0.674 0.190
Rh -0.733 1.169 2.038 2.908
H -0.431 -0.153 -2.680 0.072
```

Computed properties:
Total charge: +2
Strongest force on any atom, eV/Å: 3.530
2S+1: 5
LUMO energy (alpha / beta), eV: -10.78 / -15.09
Frontier orbital gap (alpha / beta), eV: 9.9219 / 6.1933
Energy above the lowest of the compared OMol25 structures with the same formula, charge and spin, kJ/mol: 0.0


- Which value of strongest force on any atom does entry 9 give?
  3.530 eV/Å